[1]
{"formula": "C2H2NO3", "method": "ωB97M-V/def2-TZVPD", "elements": ["C", "C", "N", "O", "O", "O", "H", "H"], "coordinates": [[1.23802, 0.16569, 0.60154], [-1.20608, -0.57815, -0.23331], [-0.08345, 0.59396, -0.46391], [-0.96662, -1.57684, -0.84646], [-0.24460, 1.76918, -0.81682], [-2.01847, -0.22268, 0.60649], [2.06410, 0.86267, 0.60322], [1.21709, -1.01384, 0.54926]], "nbo_charge": [-0.25, 0.86, -0.06, -0.71, -0.44, -0.72, 0.14, 0.18], "spin_multiplicity": 3, "charge": -1, "relative_energy_kj_mol": 142.30, "total_energy_ha": -357.7606, "gap_ev": [7.09, 7.34]}

***

[2]
{"formula": "C7H17NO", "method": "ωB97M-V/def2-TZVPD", "elements": ["C", "C", "C", "C", "H", "H", "H", "H", "H", "H", "H", "H", "H", "H", "C", "C", "C", "O", "N", "H", "H", "H", "H", "H", "H", "H"], "coordinates": [[0.63139, 1.66938, 0.51028], [1.72176, 0.61610, 0.27353], [1.06669, 2.63160, 1.61414], [0.32230, 2.37935, -0.81361], [-0.27556, 1.16353, 0.86048], [2.53562, 1.15702, -0.20462], [2.12861, 2.86257, 1.59839], [0.52959, 3.58433, 1.53100], [0.74850, 2.25989, 2.58598], [0.52923, 1.76057, -1.69585], [-0.70698, 2.73940, -0.85112], [0.92559, 3.27647, -0.90168], [1.40734, -0.10149, -0.48551], [2.05616, 0.14263, 1.19230], [-0.55793, -1.99396, -0.29688], [-0.69522, -2.16425, 1.24090], [-1.69493, -2.56741, -1.12794], [-2.32974, -3.54607, -0.65917], [-1.98352, -2.07219, -2.30124], [-0.48087, -0.96862, -0.66616], [0.36689, -2.48256, -0.62676], [0.28301, -2.36812, 1.64934], [-2.74999, -2.40340, -2.87588], [-1.34628, -1.38482, -2.68386], [-1.38219, -2.96917, 1.48735], [-1.04946, -1.22077, 1.64659]], "nbo_charge": [-0.22, -0.60, -0.61, -0.62, 0.17, 0.22, 0.22, 0.22, 0.22, 0.19, 0.22, 0.22, 0.17, 0.22, -0.46, -0.61, 0.64, -0.05, -0.69, 0.26, 0.28, 0.25, 0.45, 0.44, 0.23, 0.24], "spin_multiplicity": 2, "charge": 1, "relative_energy_kj_mol": 21.15, "total_energy_ha": -406.5723, "gap_ev": [10.00, 5.18]}

***

[3]
{"formula": "C26H23N3O4", "method": "ωB97M-V/def2-TZVPD", "elements": ["C", "O", "C", "C", "C", "C", "C", "N", "C", "O", "C", "C", "C", "C", "C", "O", "N", "C", "O", "C", "C", "C", "C", "C", "N", "C", "C", "C", "C", "C", "C", "C", "C", "H", "H", "H", "H", "H", "H", "H", "H", "H", "H", "H", "H", "H", "H", "H", "H", "H", "H", "H", "H", "H", "H", "H"], "coordinates": [[-2.58736, 0.57560, -6.52930], [-1.36707, 1.27097, -6.59735], [-0.68582, 1.50286, -5.43848], [0.51394, 2.20274, -5.56900], [1.28289, 2.48286, -4.45930], [0.87401, 2.08209, -3.19287], [1.70839, 2.38041, -1.97644], [1.85732, 1.21010, -1.13412], [1.44998, 1.18983, 0.14314], [1.08663, 2.16253, 0.76636], [1.59197, -0.18019, 0.86474], [1.83457, -1.35662, -0.02028], [1.11334, -1.92385, -1.03298], [1.86588, -3.03837, -1.47731], [2.98555, -3.06658, -0.70700], [2.97785, -2.05569, 0.17806], [0.40093, -0.35221, 1.69286], [-0.79991, -0.17603, 1.10016], [-0.90805, 0.11589, -0.08036], [-2.00414, -0.41349, 1.95175], [-3.13414, 0.37627, 1.76273], [-4.25009, 0.12334, 2.54234], [-4.20047, -0.91439, 3.45980], [-3.03184, -1.65808, 3.54919], [-1.95963, -1.41686, 2.82055], [0.57713, -0.51987, 3.08420], [1.32904, -1.58648, 3.55957], [1.52241, -1.73820, 4.92055], [0.97338, -0.82895, 5.80850], [0.23939, 0.24480, 5.33172], [0.04749, 0.40848, 3.97290], [-0.32152, 1.38896, -3.06558], [-1.09710, 1.09621, -4.17402], [-3.32295, 1.11154, -5.92062], [-2.45350, -0.43518, -6.12990], [-2.94797, 0.51152, -7.55491], [0.82233, 2.51279, -6.55492], [2.21066, 3.02407, -4.57823], [1.23276, 3.14695, -1.35585], [2.69925, 2.74001, -2.27691], [2.03391, 0.33374, -1.60247], [2.44867, -0.08435, 1.54214], [0.16782, -1.58566, -1.40313], [1.60396, -3.71856, -2.26119], [3.83034, -3.72594, -0.68976], [-3.11470, 1.16403, 1.02633], [-5.14291, 0.72220, 2.43419], [-5.04757, -1.14606, 4.08664], [-2.94501, -2.48779, 4.23846], [1.74913, -2.29719, 2.86394], [2.10126, -2.57222, 5.28895], [1.12305, -0.95230, 6.87071], [-0.17653, 0.96455, 6.02112], [-0.50298, 1.25405, 3.58874], [-0.65124, 1.07080, -2.08830], [-2.01894, 0.55391, -4.03500]], "nbo_charge": [-0.25, -0.49, 0.29, -0.26, -0.18, -0.07, -0.24, -0.61, 0.71, -0.64, -0.17, 0.25, -0.30, -0.31, 0.10, -0.40, -0.44, 0.68, -0.64, 0.09, -0.21, -0.17, -0.25, 0.04, -0.41, 0.26, -0.24, -0.20, -0.22, -0.19, -0.25, -0.20, -0.26, 0.18, 0.17, 0.20, 0.22, 0.21, 0.24, 0.20, 0.41, 0.26, 0.26, 0.23, 0.20, 0.24, 0.22, 0.22, 0.20, 0.22, 0.21, 0.21, 0.21, 0.23, 0.25, 0.21], "smiles": "COc1ccc(CNC(=O)[C@H](c2ccco2)N(C(=O)c2ccccn2)c2ccccc2)cc1", "relative_energy_kj_mol": 266.68, "total_energy_ha": -1469.8122, "gap_ev": 8.76}

***

[4]
{"formula": "C23H34N2O3", "method": "ωB97M-V/def2-TZVPD", "elements": ["C", "C", "C", "C", "C", "C", "C", "O", "N", "C", "C", "C", "C", "C", "O", "N", "C", "C", "C", "C", "C", "C", "C", "C", "C", "O", "C", "C", "H", "H", "H", "H", "H", "H", "H", "H", "H", "H", "H", "H", "H", "H", "H", "H", "H", "H", "H", "H", "H", "H", "H", "H", "H", "H", "H", "H", "H", "H", "H", "H", "H", "H"], "coordinates": [[5.77844, 2.86480, 1.94922], [4.62150, 3.05085, 2.92424], [3.31710, 2.34878, 2.54500], [2.43110, 2.18759, 3.77311], [2.54037, 2.95420, 1.35055], [2.24908, 1.53530, 0.82843], [2.47990, 1.30068, -0.64430], [3.26894, 1.95910, -1.30634], [1.78365, 0.28151, -1.18695], [0.90552, -0.75942, -0.65582], [0.78872, -1.29841, -2.11288], [-0.57535, -1.14805, -2.76043], [-1.24319, -2.46541, -2.33982], [-1.81646, -2.34978, -0.92654], [-1.31827, -2.92138, 0.03508], [-2.86949, -1.52459, -0.79077], [-3.61028, -1.36617, 0.46433], [-4.34481, -2.68883, 0.64053], [-5.17725, -2.70608, -0.65901], [-4.99356, -1.84407, -1.67300], [-3.75577, -0.92641, -1.75087], [-3.85607, 0.56533, -1.21716], [-2.90374, 0.84660, 0.00823], [-2.90920, -0.22494, 1.17677], [-0.06530, -3.43895, -2.39175], [1.13024, -2.64983, -2.29934], [1.89272, -0.30313, -2.51774], [3.38385, 1.01356, 1.75278], [6.60974, 3.52053, 2.21076], [6.15220, 1.84046, 1.96728], [5.48536, 3.09172, 0.92194], [4.93823, 2.70641, 3.91452], [4.39672, 4.11724, 3.03529], [1.46783, 1.73974, 3.51712], [2.91430, 1.54647, 4.51377], [2.23504, 3.15670, 4.23957], [1.68341, 3.58578, 1.59019], [3.19679, 3.47328, 0.65217], [1.27206, 1.16228, 1.13660], [1.39841, -1.46780, 0.01225], [-0.01556, -0.39702, -0.19575], [-1.10301, -0.25294, -2.43108], [-0.45746, -1.10795, -3.84562], [-2.03685, -2.76494, -3.02587], [-4.49281, -0.79604, 0.19757], [-5.02601, -2.67982, 1.49441], [-3.69091, -3.55662, 0.72892], [-6.00781, -3.40110, -0.71069], [-5.68322, -1.84159, -2.50941], [-3.35757, -0.94355, -2.76552], [-3.56905, 1.25615, -2.01198], [-4.89109, 0.80621, -0.96633], [-3.15482, 1.83399, 0.39932], [-1.88741, 0.92597, -0.38036], [-3.48550, 0.13187, 2.03157], [-1.89461, -0.45165, 1.50363], [-0.09962, -4.14438, -1.56321], [-0.03923, -3.97962, -3.33959], [1.65964, 0.38227, -3.33388], [2.85373, -0.78666, -2.70308], [4.30807, 0.90404, 1.18769], [3.18860, 0.09772, 2.31223]], "nbo_charge": [-0.61, -0.39, -0.03, -0.60, -0.40, -0.31, 0.69, -0.64, -0.43, -0.23, 0.26, -0.41, -0.34, 0.70, -0.65, -0.47, -0.05, -0.44, -0.16, -0.23, -0.07, -0.42, -0.39, -0.38, -0.07, -0.52, -0.21, -0.39, 0.21, 0.20, 0.21, 0.20, 0.20, 0.20, 0.21, 0.21, 0.20, 0.23, 0.21, 0.22, 0.19, 0.22, 0.22, 0.23, 0.21, 0.22, 0.24, 0.21, 0.22, 0.22, 0.22, 0.21, 0.22, 0.20, 0.21, 0.22, 0.21, 0.18, 0.20, 0.21, 0.22, 0.21], "smiles": "CC[C@]1(C)C[C@H](C(=O)N2CC3(C[C@H](C(=O)N4[C@H]5CC=C[C@H]4CCC5)CO3)C2)C1", "relative_energy_kj_mol": 394.21, "total_energy_ha": -1231.9518, "gap_ev": 9.64}

***

[5]
{"formula": "C2H4N2OS2", "method": "ωB97M-V/def2-TZVPD", "elements": ["C", "C", "H", "H", "H", "H", "N", "N", "O", "S", "S"], "coordinates": [[1.11145, -0.15513, 0.15167], [-2.27115, -0.53434, 0.45456], [1.85409, 1.27224, -1.30331], [2.85616, 0.85958, 0.41426], [-0.71843, 0.75255, -0.93756], [-2.93130, -1.21818, 1.17421], [2.00849, 0.83813, -0.17406], [-0.02189, -0.38555, -0.84532], [1.39956, -0.94476, 1.12170], [-1.13428, -1.53886, -0.29842], [-2.15268, 1.05432, 0.24228]], "nbo_charge": [0.76, -0.57, 0.42, 0.43, 0.36, 0.27, -0.86, -0.90, -0.65, 0.65, 0.07], "relative_energy_kj_mol": 260.03, "total_energy_ha": -1059.6442, "gap_ev": 8.69}

***

[6]
{"formula": "C3H5ClS", "method": "ωB97M-V/def2-TZVPD", "elements": ["C", "S", "C", "C", "Cl", "H", "H", "H", "H", "H"], "coordinates": [[1.56474, -0.25095, -0.69299], [0.99517, 0.18916, 0.92173], [-0.58374, 0.59232, 0.34342], [-1.58946, -0.16217, 0.82110], [-3.21660, 0.22714, 0.48076], [0.81277, -0.09836, -1.42775], [1.80696, -1.28046, -0.61655], [2.51903, 0.26592, -1.09785], [-0.88924, 1.59437, -0.24015], [-1.41964, -1.07697, 1.50828]], "nbo_charge": [-0.76, 0.27, -0.42, -0.24, 0.01, 0.23, 0.22, 0.22, 0.24, 0.24], "smiles": "CS/C=C/Cl", "relative_energy_kj_mol": 64.25, "total_energy_ha": -975.6323, "gap_ev": 9.57}

***

[7]
{"formula": "C7H14N4", "method": "ωB97M-V/def2-TZVPD", "elements": ["C", "C", "C", "C", "C", "C", "C", "H", "H", "H", "H", "H", "H", "H", "H", "H", "H", "H", "H", "H", "H", "N", "N", "N", "N"], "coordinates": [[-0.93954, 2.36217, -0.27702], [-1.23906, 1.08749, 0.71886], [-0.78328, -0.23457, -0.01590], [-0.91646, -1.54046, 0.99378], [-2.03799, -0.71050, -1.02153], [1.68698, -0.18805, 0.02394], [3.10904, -0.69720, -1.94152], [-1.27862, 3.35731, 0.16895], [0.17558, 2.48721, -0.46289], [-1.40542, 2.32265, -1.32843], [-0.09006, 1.24075, 1.39972], [-2.13249, 1.09563, 1.44258], [-1.92697, -1.75379, 1.13528], [-0.71686, -2.44750, 0.33812], [-0.16740, -1.70368, 1.75954], [-3.00839, -0.99968, -0.49841], [-1.73348, -1.72918, -1.56974], [-2.16478, 0.30399, -1.53185], [2.68113, 0.39786, 1.87115], [0.86045, -0.23294, 1.76060], [3.76510, -0.62033, 0.03673], [0.53108, -0.27632, -0.61656], [1.93298, -0.26452, 1.38074], [2.85454, -0.62768, -0.60671], [2.94395, -0.62866, -3.15944]], "nbo_charge": [-0.64, -0.41, 0.13, -0.66, -0.64, 0.58, 0.41, 0.22, 0.22, 0.21, 0.16, 0.25, 0.22, 0.22, 0.20, 0.21, 0.23, 0.22, 0.41, 0.43, 0.42, -0.53, -0.88, -0.66, -0.32], "relative_energy_kj_mol": 463.09, "total_energy_ha": -493.9531, "gap_ev": 9.40}

***

[8]
{"formula": "C8H9BrCoI2LuO4S", "method": "ωB97M-V/def2-TZVPD", "elements": ["I", "I", "Co", "Lu", "S", "C", "C", "C", "C", "C", "C", "C", "C", "O", "O", "O", "O", "H", "H", "H", "H", "H", "H", "H", "H", "H", "Br"], "coordinates": [[-3.58541, 1.05280, 0.26121], [-2.00171, -1.86425, 1.23094], [0.38643, -1.57404, -0.41783], [-0.66166, 0.77354, 0.50814], [-1.30909, -1.14965, -1.60942], [0.99235, 1.62718, -1.20473], [1.43114, 2.33031, 1.07736], [-1.34422, -0.72978, -3.38411], [-1.91147, -2.06217, -3.91340], [0.04590, -0.37076, -3.83149], [-2.34159, 0.40296, -3.59887], [1.22329, -1.74251, 1.10680], [1.82827, -1.31193, -1.36012], [2.33985, 3.03157, 1.10898], [1.86789, 2.08541, -1.80830], [1.56073, -1.96967, 2.19303], [2.85563, -1.03208, -1.85351], [-1.91099, -2.09953, -5.00805], [-2.94933, -2.16101, -3.53898], [-1.34621, -2.92702, -3.51873], [-0.01184, -0.00875, -4.86577], [0.70646, -1.23906, -3.75647], [0.42321, 0.43800, -3.19430], [-2.38559, 0.68626, -4.65770], [-2.04172, 1.27104, -3.00047], [-3.34632, 0.09274, -3.27969], [-0.55900, 1.47245, 2.96759]], "nbo_charge": [0.44, 0.42, 0.35, 0.88, 0.12, 0.43, 0.47, -0.07, -0.65, -0.62, -0.64, 0.52, 0.59, -0.22, -0.25, -0.22, -0.24, 0.32, 0.25, 0.24, 0.33, 0.24, 0.19, 0.31, 0.20, 0.25, 0.38], "spin_multiplicity": 5, "charge": 4, "relative_energy_kj_mol": 62.35, "total_energy_ha": -6795.2050, "gap_ev": [7.07, 5.03]}